a) The following is a quantum chemistry calculation of 2 unconnected molecules or ions with the total composition C2H3N2O2, from the OMol25 dataset.

Positions of all 9 atoms, in Å:
C: 1.95 -0.53 -0.66
C: -1.49 -0.07 0.72
N: 1.24 0.27 -0.14
N: -1.47 0.34 -0.40
O: 2.66 -1.38 -0.90
O: -1.50 0.54 -1.53
H: -0.42 -0.19 1.13
H: -2.34 -0.06 1.41
H: 1.37 1.09 0.38

Properties
- Frontier orbital gap: 7.62 eV
- E_HOMO: -15.53 eV
- Charge: +1
- 2S+1: 1

---

b) The following is a quantum chemistry calculation of a gas-phase ion, C2H3N2O2 (charge +1), from the OMol25 dataset.

Positions of all 9 atoms, in Å:
N: 1.80 -0.01 0.02
C: 0.34 -0.19 -0.01
C: -0.79 0.08 0.19
N: -2.26 0.01 0.06
O: -2.74 1.03 -0.24
O: -2.65 -1.09 0.19
H: 2.45 -0.53 0.73
H: 1.91 1.01 0.05
H: 1.94 -0.30 -0.99

Properties
- Frontier orbital gap: 10.54 eV
- E_HOMO: -15.94 eV
- Charge: +1
- 2S+1: 1
- Structure (SMILES): [NH3+]C#C[N+](=O)[O-]

---

Sorted by energy, starting with the most stable: a), b).

---

a) The following is a quantum chemistry calculation of 3 unconnected molecules or ions with the total composition C6H17NO3, from the OMol25 dataset.

Positions of all 27 atoms, in Å:
C: -2.72 -1.18 1.57
C: -1.28 -1.25 0.94
C: -1.09 -0.36 -0.27
C: -1.08 1.16 0.15
C: 0.17 1.47 0.93
O: 0.12 1.36 2.15
N: 1.39 1.70 0.35
C: 1.58 1.65 -1.12
H: -3.15 -0.30 1.06
H: -2.59 -1.06 2.63
H: -3.35 -2.05 1.42
H: -1.03 -2.30 0.73
H: -0.59 -0.97 1.74
H: -1.80 -0.58 -1.09
H: -0.13 -0.59 -0.72
H: -1.18 1.71 -0.79
H: -1.85 1.40 0.90
H: 2.19 1.93 0.91
H: 2.47 1.02 -1.24
H: 1.77 2.63 -1.59
H: 0.70 1.24 -1.61
O: 2.37 -1.01 0.43
H: 2.59 -1.25 -0.48
H: 1.66 -0.39 0.58
O: 1.61 -1.20 -2.14
H: 0.89 -1.53 -2.68
H: 2.33 -1.27 -2.76

Properties
- Frontier orbital gap: 9.57 eV
- E_HOMO: -9.45 eV
- Charge: 0
- 2S+1: 1
- Structure (SMILES): CCCCC(=O)NC.O.O

---

b) The following is a quantum chemistry calculation of 4 unconnected molecules or ions with the total composition C6H17NO3, from the OMol25 dataset.

Positions of all 27 atoms, in Å:
C: 1.38 -2.22 -0.83
N: 0.53 -1.47 -0.30
C: 0.35 -0.13 -0.84
C: 0.59 0.06 -2.21
C: 0.07 0.85 0.14
C: -1.51 0.87 0.41
C: -2.02 1.96 -0.53
H: 1.37 -3.27 -0.56
H: 2.11 -1.86 -1.53
H: 0.79 -0.71 -2.91
H: 0.47 0.98 -2.66
H: 0.67 1.80 -0.21
H: 0.43 0.73 1.04
H: -1.57 1.07 1.44
H: -2.08 -0.20 0.41
H: -1.23 2.81 -0.77
H: -2.49 1.60 -1.47
H: -2.82 2.51 0.00
O: 2.43 -1.25 1.60
H: 2.01 -0.79 2.27
H: 1.83 -1.89 1.44
O: -2.45 -2.80 0.17
H: -2.53 -2.57 -0.76
H: -1.57 -2.58 0.10
O: 1.91 2.54 2.12
H: 1.00 2.25 2.34
H: 2.32 1.73 2.11

Properties
- Frontier orbital gap: 9.54 eV
- E_HOMO: -9.15 eV
- Charge: 0
- 2S+1: 1
- Structure (SMILES): C=NC(=C)CCC.O.O.O

---

Sorted by energy, starting with the most stable: a), b).

---

a) The following is a quantum chemistry calculation of 4 unconnected molecules or ions with the total composition C6H17NO3, from the OMol25 dataset.

Positions of all 27 atoms, in Å:
C: 2.32 -1.53 -0.99
C: 1.20 -1.33 -0.31
C: 0.49 -0.13 0.13
C: -0.28 -0.11 1.24
C: -0.48 -1.24 2.22
N: -1.02 1.08 1.57
C: -1.90 1.20 2.74
H: 2.71 -2.56 -0.96
H: 2.79 -1.03 -1.82
H: 0.67 -2.21 0.07
H: 0.68 0.84 -0.35
H: 0.18 -2.07 1.93
H: -0.39 -0.93 3.26
H: -1.43 -1.77 2.13
H: -1.61 1.15 0.75
H: -1.52 0.83 3.68
H: -2.94 0.88 2.60
H: -1.88 2.29 2.94
O: 2.09 0.80 -3.44
H: 1.30 0.36 -3.75
H: 1.69 1.68 -3.35
O: -1.42 -1.77 -1.96
H: -2.01 -2.46 -2.27
H: -1.76 -0.87 -1.78
O: 0.70 2.91 -1.71
H: 1.64 2.78 -1.61
H: 0.20 3.21 -0.95

Properties
- Frontier orbital gap: 8.03 eV
- E_HOMO: -7.57 eV
- Charge: 0
- 2S+1: 1
- Structure (SMILES): C=C/C=C(\C)NC.O.O.O

---

b) The following is a quantum chemistry calculation of 2 unconnected molecules or ions with the total composition C6H17NO3, from the OMol25 dataset.

Positions of all 27 atoms, in Å:
C: 1.49 1.49 3.67
O: 1.58 0.69 2.55
C: 1.85 1.33 1.29
C: 1.69 0.32 0.11
N: 0.29 0.36 -0.38
C: 0.04 -0.91 -1.08
C: -1.15 -0.77 -1.98
O: -1.68 -2.08 -2.38
C: -2.68 -1.94 -3.35
H: 0.48 1.91 3.73
H: 2.13 2.37 3.66
H: 1.61 0.93 4.60
H: 2.85 1.78 1.27
H: 1.26 2.24 1.18
H: 1.95 -0.67 0.48
H: 2.46 0.46 -0.65
H: 0.30 1.11 -1.06
H: 0.07 -1.65 -0.27
H: 0.85 -1.16 -1.76
H: -0.87 -0.18 -2.85
H: -2.00 -0.24 -1.55
H: -2.98 -2.98 -3.53
H: -2.41 -1.38 -4.24
H: -3.58 -1.54 -2.87
O: -1.47 0.19 2.07
H: -1.55 -0.11 1.16
H: -0.55 0.42 2.17

Properties
- Frontier orbital gap: 10.49 eV
- E_HOMO: -9.68 eV
- Charge: 0
- 2S+1: 1
- Structure (SMILES): COCCNCCOC.O

---

Sorted by energy, starting with the most stable: b), a).